[1]
Molecular formula: C5H10N5O3P
Method: DFT, ωB97M-V/def2-TZVPD

Structure (XYZ):
```
24
Properties=species:S:1:pos:R:3:forces:R:3
C 2.437142 -2.076733 1.651999 -1.055 -3.260 2.810
C 2.678041 -1.526515 -0.198869 2.380 0.410 -4.998
C -0.633283 -0.233305 -2.534495 0.221 -2.835 -0.361
C -1.353356 -0.935260 -0.218862 -1.338 0.035 2.612
C 1.198748 1.732506 1.846074 0.334 0.616 0.233
N 3.184560 -2.415209 0.598892 0.175 1.139 -1.249
N 1.507110 -1.188407 1.529232 -0.242 1.019 -0.406
N 1.714838 -0.757166 0.240614 -0.544 0.208 0.678
N -0.533797 -0.130811 -1.069659 1.106 1.641 -0.302
N 3.229137 -1.251326 -1.878286 -0.443 -1.358 3.877
O 2.434029 -0.652571 -2.537388 0.020 0.194 -0.587
O 4.298514 -1.713927 -2.156563 -0.569 0.394 -0.099
O 0.248139 1.235519 0.885523 0.002 -0.003 0.507
P 0.827621 0.649693 -0.483645 -0.535 0.273 -1.461
H 2.324934 -2.789311 2.465584 0.625 0.507 0.381
H 0.215239 0.277813 -3.020155 -0.793 0.159 0.217
H -0.407032 -1.328634 -2.679235 -0.064 0.743 -0.535
H -1.626490 -0.154275 -3.082329 0.965 0.849 1.261
H -1.784708 -1.783577 -0.824043 0.540 0.575 0.984
H -0.794479 -1.254248 0.829634 -1.258 0.453 -3.013
H -2.216070 -0.262919 0.165630 0.991 -1.342 -0.604
H 0.582241 2.536056 2.456104 1.832 -1.911 -0.894
H 2.136064 2.141704 1.349669 -1.333 0.331 0.227
H 1.648651 0.820085 2.315806 -1.016 1.166 0.721
```
Positions in Å, forces in eV/Å.

For the total energy, the calculation gives -28223.7449 eV. The LUMO energy comes out at 0.068 eV. The relative energy (zero: lowest compared OMol25 entry of this formula, charge and spin) comes out at 21.4 kcal/mol. As for the HOMO-LUMO gap: 9.31 eV. As for the charge: 0. The calculation puts the HOMO energy at -0.3398 Ha.

[2]
Molecular formula: H26O13
Method: DFT, ωB97M-V/def2-TZVPD

Structure (XYZ):
```
39
Properties=species:S:1:pos:R:3:forces:R:3
O 0.176465 0.048626 0.007121 2.356 -1.140 -4.113
H -0.735135 0.056836 -0.284679 2.345 0.361 1.929
H 0.139295 0.338396 0.918651 2.105 -2.338 -2.940
O -1.037055 -1.259424 1.460511 -2.384 -0.305 3.704
H -1.555535 -0.652734 1.989041 -0.537 -1.134 0.162
H -1.488665 -2.098994 1.546591 0.318 -0.335 1.476
O 0.238125 -0.950794 -2.006299 -9.750 -6.563 -7.041
H 0.291335 -1.262854 -2.909639 0.928 -0.146 -0.612
H -0.643735 -1.190174 -1.721249 3.749 -1.749 0.262
O 1.319045 1.554576 1.876731 -2.018 12.094 5.117
H 0.440325 1.246436 2.098371 0.835 0.037 2.369
H 1.537865 2.175716 2.571381 0.607 0.449 0.452
O 2.253305 1.517166 -0.283089 1.312 4.418 -3.724
H 1.760205 2.137516 0.253801 0.318 -0.079 -0.313
H 1.583985 1.035476 -0.769109 0.316 0.434 0.060
O 0.977935 -1.943714 0.887791 0.451 -3.748 2.657
H 0.342195 -1.257784 1.091661 1.489 -0.832 -0.180
H 0.444595 -2.706814 0.665371 0.135 -0.577 -0.204
O -0.615885 0.904156 1.593221 -9.168 3.592 7.726
H -0.542035 1.798646 1.260571 -0.558 0.794 -1.174
H -1.509925 0.846496 1.930281 -0.439 0.340 0.406
O 0.737795 0.980016 -2.193229 0.873 6.391 -2.584
H 0.627915 0.171216 -1.693249 0.495 1.764 0.402
H -0.136665 1.174276 -2.530589 0.144 0.031 -0.890
O -2.687115 -1.629124 -0.058519 -5.683 -7.006 3.181
H -1.916415 -2.067104 0.302601 -1.003 0.001 -1.414
H -2.330965 -0.930394 -0.607279 -3.339 -2.963 3.685
O 2.257335 -0.025304 1.189811 4.476 -8.357 1.132
H 2.622715 0.447506 0.442021 0.588 -0.495 0.599
H 1.777925 0.640066 1.683461 3.518 -4.026 -0.467
O -1.712315 -0.305914 -1.111659 0.626 8.752 -8.665
H -2.333555 0.361416 -1.403159 -0.437 0.701 -0.523
H -1.650165 -0.914044 -1.848239 -2.309 0.456 -1.342
O 1.955745 -1.456284 -1.043139 5.627 -0.813 -1.311
H 1.896185 -1.326514 -0.096639 0.858 -0.091 0.364
H 1.121525 -1.132274 -1.382749 4.298 -2.008 3.009
O -0.978625 2.015936 -0.313569 -2.054 2.822 -1.201
H -0.699405 1.566606 -1.111299 1.342 0.451 -0.095
H -1.928625 2.093166 -0.401619 -0.429 0.818 0.100
```
Positions in Å, forces in eV/Å.

For the total energy, the calculation gives -27011.8233 eV. The LUMO energy comes out at -1.522 eV. The relative energy (zero: lowest compared OMol25 entry of this formula, charge and spin) comes out at 694.7 kcal/mol. As for the HOMO-LUMO gap: 5.46 eV. As for the charge: 0. The calculation puts the HOMO energy at -0.2565 Ha.

[3]
Molecular formula: C5H9N
Method: DFT, ωB97M-V/def2-TZVPD

Structure (XYZ):
```
15
Properties=species:S:1:pos:R:3:forces:R:3
C -1.804133 -0.751815 0.192218 -0.047 0.014 -0.001
C 1.548974 -1.093495 -0.326402 0.044 -0.041 -0.025
C -0.652917 0.198071 0.288548 0.069 0.213 -0.013
C 0.648702 0.087524 -0.160725 0.002 0.131 0.058
C 1.020716 1.465344 -0.188888 -0.316 -0.157 0.164
N -0.726044 1.440908 0.841284 0.213 -0.117 -0.266
H -1.635590 1.900621 0.671716 0.078 -0.097 0.025
H -1.470916 -1.733300 -0.147975 0.001 0.050 0.012
H -2.312692 -0.870053 1.151259 0.046 0.018 -0.052
H -2.539074 -0.382080 -0.531016 0.054 -0.010 0.038
H 1.061996 -2.010960 0.009408 0.016 0.042 -0.008
H 1.865657 -1.244735 -1.362891 -0.034 0.017 0.072
H 2.460608 -0.968590 0.269711 -0.061 0.002 -0.025
H 0.534960 2.157055 -0.865000 -0.050 -0.043 0.044
H 1.999752 1.805503 0.158754 -0.016 -0.023 -0.022
```
Positions in Å, forces in eV/Å.

For the total energy, the calculation gives -6818.1484 eV. The LUMO energy comes out at 0.870 eV. The relative energy (zero: lowest compared OMol25 entry of this formula, charge and spin) comes out at 65.6 kcal/mol. As for the HOMO-LUMO gap: 8.73 eV. As for the charge: 0. The calculation puts the HOMO energy at -0.2888 Ha.